C4H4ClNO | wB97M-V/def2-TZVPD

```
11
Properties=species:S:1:pos:R:3
C -1.436 -0.998 -0.155
O -0.944 0.467 0.174
C 0.384 0.661 -0.057
C 0.533 1.958 -0.062
N 0.503 3.169 -0.004
C 1.343 -0.157 0.170
Cl 3.155 -0.033 -0.030
H -2.573 -0.875 -0.555
H -0.501 -1.378 -0.938
H -1.532 -1.462 1.053
H 1.068 -1.353 0.403
```

Calculated values
energy: -744.82745 Ha
HOMO-LUMO gap: 9.95 eV
SMILES: CO/C(C#N)=C/Cl
F_max: 13.95 eV/A

Results of the natural (NBO) charge analysis, in e, for atoms 1 through 8:
1 C -0.33
2 O -0.49
3 C 0.06
4 C 0.24
5 N -0.24
6 C -0.17
7 Cl 0.00
8 H 0.24

---

C4H4ClNO2 | wB97M-V/def2-TZVPD

```
12
Properties=species:S:1:pos:R:3
N -1.522 1.908 -0.237
C -0.928 0.797 -0.725
O -0.874 0.395 -1.893
C -0.048 0.121 0.308
O -0.025 0.511 1.450
C 0.546 -1.164 -0.077
C 1.634 -1.772 0.428
Cl 2.448 -1.205 1.854
H -2.086 2.518 -0.822
H -1.314 2.091 0.728
H 0.113 -1.597 -0.974
H 2.056 -2.604 -0.041
```

Calculated values
energy: -820.23814 Ha
HOMO-LUMO gap: 9.14 eV
SMILES: NC(=O)C(=O)/C=C\Cl
F_max: 2.76 eV/A

Results of the natural (NBO) charge analysis, in e, for atoms 1 through 8:
1 N -0.80
2 C 0.56
3 O -0.59
4 C 0.45
5 O -0.50
6 C -0.34
7 C -0.11
8 Cl 0.02

---

C4H4CoO2 | wB97M-V/def2-TZVPD

```
11
Properties=species:S:1:pos:R:3
C -1.566 -0.207 -0.157
O -1.662 0.879 -0.865
H -2.588 1.120 -0.998
C 0.328 -1.598 -0.673
C -0.127 -0.542 0.042
C 0.808 0.271 0.811
O 0.819 1.504 0.788
Co 1.590 2.919 1.421
H -0.380 -2.268 -1.163
H 1.395 -1.797 -0.787
H 1.383 -0.282 1.580
```

Calculated values
total charge: +3
energy: -1686.51627 Ha
multiplicity: 5
HOMO-LUMO gap (alpha / beta): 8.82 / 7.60 eV
F_max: 5.48 eV/A

Results of the natural (NBO) charge analysis, in e, for atoms 1 through 8:
1 C 0.89
2 O -0.52
3 H 0.59
4 C 0.00
5 C -0.43
6 C 0.55
7 O -0.72
8 Co 1.80

---

C4H4CrO2 | wB97M-V/def2-TZVPD

```
11
Properties=species:S:1:pos:R:3
H 0.223 -0.305 -1.637
O -2.896 1.403 -0.226
C -1.991 0.847 0.110
C -0.844 0.118 0.573
C 0.274 -0.117 -0.423
C 1.021 -1.338 -0.517
H -1.039 -0.534 1.433
H 1.151 -1.901 0.411
H 1.877 -1.350 -1.191
O 0.512 0.874 0.518
Cr 1.713 2.301 0.948
```

Calculated values
total charge: +3
energy: -1348.15959 Ha
multiplicity: 6
HOMO-LUMO gap (alpha / beta): 4.80 / 8.73 eV
F_max: 7.33 eV/A

Results of the natural (NBO) charge analysis, in e, for atoms 1 through 8:
1 H 0.38
2 O -0.04
3 C 0.90
4 C -0.06
5 C -0.06
6 C -0.17
7 H 0.37
8 H 0.23

---

C4H4CuO2 | wB97M-V/def2-TZVPD

```
11
Properties=species:S:1:pos:R:3
H 0.139 -0.777 -1.921
O -0.557 -2.082 2.506
C 0.081 -1.318 1.919
C 0.839 -0.466 1.239
C 0.761 -0.505 -1.063
C 1.751 -1.300 -0.509
H 1.573 0.139 1.769
H 2.716 -0.833 -0.295
H 1.622 -2.373 -0.672
O 0.147 0.284 -0.159
Cu -0.617 1.864 -0.415
```

Calculated values
total charge: +2
energy: -1944.82154 Ha
multiplicity: 2
HOMO-LUMO gap (alpha / beta): 6.43 / 8.65 eV
F_max: 4.71 eV/A

Results of the natural (NBO) charge analysis, in e, for atoms 1 through 8:
1 H 0.27
2 O -0.17
3 C 0.72
4 C -0.15
5 C 0.34
6 C -0.32
7 H 0.32
8 H 0.31

---

C4H4F2 | wB97M-V/def2-TZVPD

```
10
Properties=species:S:1:pos:R:3
C -0.020 1.022 2.013
C -0.383 0.758 0.682
C 0.315 -0.189 0.068
C -0.177 -0.765 -1.148
F 1.279 1.087 2.333
F -1.511 1.198 0.155
H 1.345 -0.462 0.272
H -1.161 -1.279 -0.920
H 0.709 -1.307 -1.620
H -0.396 -0.063 -1.835
```

Calculated values
energy: -354.37627 Ha
HOMO-LUMO gap (alpha / beta): 8.15 / 8.15 eV
F_max: 3.96 eV/A

Results of the natural (NBO) charge analysis, in e, for atoms 1 through 8:
1 C 0.32
2 C 0.16
3 C -0.13
4 C -0.67
5 F -0.32
6 F -0.30
7 H 0.23
8 H 0.25

---

C4H4F2N2 | wB97M-V/def2-TZVPD

```
12
Properties=species:S:1:pos:R:3
H 1.749 -1.075 1.652
N 1.665 -1.286 0.679
C 0.709 -0.535 0.207
N -0.011 0.060 1.219
C -0.935 0.918 0.556
C -0.809 0.711 -0.725
F -1.867 0.781 -1.697
C 0.101 -0.319 -1.184
F 1.122 -0.113 -2.033
H 0.743 0.622 1.954
H -1.871 1.278 0.940
H -0.597 -1.042 -1.568
```

Calculated values
energy: -463.94936 Ha
HOMO-LUMO gap: 9.73 eV
SMILES: [H]/N=C1\NC=C(F)[C@H]1F
F_max: 5.93 eV/A

Results of the natural (NBO) charge analysis, in e, for atoms 1 through 8:
1 H 0.32
2 N -0.59
3 C 0.38
4 N -0.60
5 C -0.07
6 C 0.30
7 F -0.36
8 C 0.09

---

C4H4F2N2 | wB97M-V/def2-TZVPD

```
12
Properties=species:S:1:pos:R:3
F 1.239 -1.592 -1.192
C 0.609 -1.593 0.031
C 0.524 -0.121 0.456
C -0.297 0.694 -0.163
C -1.292 0.070 -1.042
N -1.648 -1.095 -1.182
N -0.763 -2.110 -0.104
F -0.901 -3.292 -0.837
H 1.187 -2.216 0.763
H 1.412 0.165 1.046
H 0.011 1.670 0.018
H -1.789 0.732 -1.790
```

Calculated values
energy: -463.88330 Ha
HOMO-LUMO gap: 9.93 eV
SMILES: F[C@H]1C=CC=NN1F
F_max: 5.48 eV/A

Results of the natural (NBO) charge analysis, in e, for atoms 1 through 8:
1 F -0.35
2 C 0.25
3 C -0.15
4 C -0.26
5 C 0.03
6 N -0.18
7 N 0.04
8 F -0.23

---

C4H4F2O | wB97M-V/def2-TZVPD

```
11
Properties=species:S:1:pos:R:3
C 0.618 0.254 1.277
C -0.396 -0.708 0.586
F -1.277 -1.516 1.175
C -0.633 -0.727 -0.811
F -1.871 -1.153 -1.365
C 0.120 0.281 -1.562
O 1.137 0.717 -1.010
H 0.163 1.340 1.251
H 0.722 0.125 2.280
H 1.751 0.563 0.690
H -0.334 0.825 -2.512
```

Calculated values
energy: -429.65532 Ha
HOMO-LUMO gap: 9.30 eV
SMILES: C/C(F)=C(/F)C=O
F_max: 4.87 eV/A

Results of the natural (NBO) charge analysis, in e, for atoms 1 through 8:
1 C -0.72
2 C 0.47
3 F -0.29
4 C 0.15
5 F -0.33
6 C 0.35
7 O -0.57
8 H 0.25

---

C4H4F3N | wB97M-V/def2-TZVPD

```
12
Properties=species:S:1:pos:R:3
C -1.262 0.719 0.423
C -0.042 -0.323 0.116
C 1.349 0.342 0.053
F 1.469 1.031 -1.111
F 1.504 1.214 1.069
F 2.333 -0.564 0.053
C -0.341 -1.527 -0.661
N -0.114 -1.748 0.546
H -2.053 0.076 0.408
H -1.245 1.391 -0.524
H -1.096 1.310 1.380
H -0.502 -1.921 -1.752
```

Calculated values
energy: -509.09743 Ha
HOMO-LUMO gap: 11.31 eV
SMILES: C[C@]1(C(F)(F)F)C=N1
F_max: 5.10 eV/A

Results of the natural (NBO) charge analysis, in e, for atoms 1 through 8:
1 C -0.62
2 C -0.07
3 C 0.95
4 F -0.33
5 F -0.32
6 F -0.31
7 C 0.07
8 N -0.28

---

C4H4F3O5PS | wB97M-V/def2-TZVPD

```
18
Properties=species:S:1:pos:R:3
C -1.083 0.742 0.314
C 0.032 -0.074 0.476
C 0.882 -0.591 -0.502
C 6.150 0.977 0.232
O 3.100 -2.298 -0.938
O 2.375 -1.883 1.479
O 3.703 0.024 0.314
O 5.210 -0.371 -1.634
O 5.514 -1.641 0.424
F 6.427 1.281 1.554
F 7.335 0.927 -0.370
F 5.540 2.141 -0.176
P 2.314 -1.528 0.049
S 4.969 -0.537 -0.246
H -1.422 0.838 1.282
H -1.513 1.136 -0.611
H 0.292 -0.267 1.523
H 0.799 -0.490 -1.625
```

Calculated values
total charge: -2
energy: -1570.19651 Ha
HOMO-LUMO gap: 5.40 eV
F_max: 4.02 eV/A

Results of the natural (NBO) charge analysis, in e, for atoms 1 through 8:
1 C -0.74
2 C -0.14
3 C -0.93
4 C 0.67
5 O -1.16
6 O -1.16
7 O -0.96
8 O -0.97

---

C4H4HgLiO | wB97M-V/def2-TZVPD

```
11
Properties=species:S:1:pos:R:3
C -0.980 2.519 -0.854
C -1.419 2.814 0.275
O -0.390 0.995 -4.239
C -0.387 2.050 -2.462
C -1.222 0.963 -3.082
H -0.427 3.014 -2.992
H 0.647 1.754 -2.231
H -2.260 1.292 -3.254
H -1.170 0.029 -2.498
Hg -1.119 1.897 -6.178
Li 0.770 -0.395 -4.415
```

Calculated values
energy: -390.76188 Ha
multiplicity: 2
HOMO-LUMO gap (alpha / beta): 5.80 / 4.98 eV
F_max: 5.60 eV/A

Results of the natural (NBO) charge analysis, in e, for atoms 1 through 8:
1 C -0.28
2 C 0.07
3 O -1.13
4 C -0.34
5 C -0.10
6 H 0.24
7 H 0.21
8 H 0.19